Entry 1:
Below is a molecular structure, C39H61BBaI2N9S4Si, with properties calculated with the ωB97M-V functional and the def2-TZVPD basis.

Last column: Löwdin charge in e.
Cartesian coordinates (Å):
Ba1 -0.619 0.577 -0.946  1.50
C1 2.248 3.489 -3.488  -0.07
C2 1.431 2.873 -4.621  -0.54
C3 1.371 3.827 -5.811  -0.03
C4 2.120 1.559 -5.009  -0.02
N1 0.030 2.548 -4.217  0.02
C5 -0.801 1.773 -5.061  -0.06
C6 -1.805 1.252 -4.329  -0.15
N2 -1.614 1.707 -3.046  -0.15
B1 -2.686 1.369 -1.956  -0.78
N3 -2.441 2.085 -0.544  -0.21
C7 -3.129 3.284 -0.545  -0.12
C8 -3.774 3.359 0.630  -0.03
N4 -3.481 2.205 1.423  0.01
C9 -2.744 1.373 0.640  -0.64
S1 -2.409 -0.330 0.978  0.63
C10 -3.351 2.404 2.909  -0.54
C11 -4.662 3.003 3.415  -0.04
C12 -2.176 3.358 3.136  -0.01
C13 -3.080 1.111 3.671  -0.08
N5 -2.777 -0.209 -1.723  -0.26
C14 -4.053 -0.523 -1.285  -0.15
C15 -4.315 -1.755 -1.748  -0.03
N6 -3.191 -2.232 -2.470  0.02
C16 -2.258 -1.242 -2.475  -0.64
S2 -0.690 -1.160 -3.263  0.65
C17 -3.062 -3.690 -2.752  -0.54
C18 -2.871 -4.405 -1.413  -0.01
C19 -4.341 -4.151 -3.453  -0.04
C20 -1.888 -4.033 -3.664  -0.08
C21 -0.553 2.598 -2.988  -0.72
S3 -0.343 3.671 -1.661  0.73
H1 3.281 3.571 -3.824  0.09
H2 2.230 2.864 -2.596  0.05
H3 1.888 4.479 -3.217  0.06
H4 2.383 4.043 -6.152  0.09
H5 0.887 4.762 -5.527  0.09
H6 0.814 3.392 -6.644  0.07
H7 3.164 1.762 -5.248  0.09
H8 1.653 1.090 -5.877  0.08
H9 2.098 0.864 -4.166  0.07
H10 -0.565 1.619 -6.097  0.12
H11 -2.667 0.655 -4.565  0.13
H12 -3.772 1.636 -2.455  0.14
H13 -3.175 3.894 -1.426  0.11
H14 -4.428 4.130 0.991  0.11
H15 -4.825 4.016 3.045  0.07
H16 -4.637 3.053 4.503  0.09
H17 -5.508 2.381 3.118  0.09
H18 -2.338 4.310 2.627  0.08
H19 -1.250 2.924 2.746  0.08
H20 -2.061 3.551 4.204  0.09
H21 -3.838 0.356 3.462  0.07
H22 -3.111 1.346 4.737  0.09
H23 -2.100 0.703 3.440  0.05
H24 -4.662 0.190 -0.764  0.13
H25 -5.194 -2.351 -1.589  0.11
H26 -3.672 -4.158 -0.715  0.08
H27 -1.923 -4.108 -0.962  0.09
H28 -2.863 -5.486 -1.563  0.09
H29 -5.234 -3.966 -2.857  0.07
H30 -4.278 -5.223 -3.639  0.09
H31 -4.454 -3.636 -4.407  0.09
H32 -0.931 -3.844 -3.187  0.03
H33 -1.926 -3.472 -4.596  0.08
H34 -1.956 -5.098 -3.900  0.09
C22 5.593 -1.801 3.851  -0.08
C23 5.154 -1.352 2.459  -0.25
N7 3.711 -1.420 2.305  -0.01
C24 2.810 -0.556 2.818  -0.84
S4 1.165 -0.913 2.778  0.61
N8 3.328 0.518 3.448  0.02
C25 2.525 1.575 4.050  -0.27
C26 2.534 1.467 5.571  -0.09
H35 6.677 -1.720 3.955  0.07
H36 5.301 -2.837 4.026  0.07
H37 5.121 -1.185 4.618  0.06
H38 5.587 -1.997 1.697  0.11
H39 5.519 -0.348 2.232  0.08
H40 3.319 -2.134 1.718  0.08
H41 4.264 0.771 3.170  0.12
H42 1.515 1.479 3.665  0.05
H43 2.925 2.535 3.729  0.11
H44 2.140 0.496 5.875  0.07
H45 1.908 2.249 6.006  0.07
H46 3.546 1.576 5.967  0.06
C27 4.011 -3.298 -0.714  -0.21
Si1 2.249 -3.360 -1.363  0.35
C28 1.553 -5.090 -1.095  -0.19
C29 2.390 -2.983 -3.198  -0.20
C30 1.130 -2.118 -0.504  -0.61
H47 4.689 -3.832 -1.383  0.03
H48 4.119 -3.743 0.280  0.03
H49 4.332 -2.254 -0.680  -0.02
H50 2.208 -5.851 -1.527  0.03
H51 0.570 -5.199 -1.561  0.01
H52 1.444 -5.304 -0.029  0.03
H53 3.308 -3.394 -3.624  0.03
H54 2.434 -1.898 -3.307  -0.02
H55 1.544 -3.348 -3.786  0.01
H56 0.972 -2.225 0.569  -0.07
H57 0.163 -1.947 -0.990  -0.11
N9 4.763 8.989 0.559  0.12
C31 4.249 7.968 0.692  -0.21
C32 3.564 6.715 0.854  -0.26
C33 2.168 6.699 0.852  -0.04
C34 1.491 5.506 0.996  -0.05
C35 2.183 4.290 1.121  -0.26
C36 3.587 4.324 1.121  -0.05
C37 4.268 5.518 0.987  -0.03
C38 1.479 3.054 1.127  -0.26
C39 0.872 2.004 0.920  -0.31
H58 1.630 7.629 0.718  0.11
H59 0.408 5.494 0.987  0.10
H60 4.134 3.391 1.167  0.05
H61 5.350 5.517 0.947  0.12
I1 2.287 -0.188 -0.833  0.67
I2 5.172 1.247 -0.943  -0.40

Cartesian forces, eV/Å:
Ba 7.4 -0.7 2.8
C -0.2 0.1 0.0
C 0.2 0.1 0.0
C -0.1 0.0 0.0
C -0.1 0.0 0.0
N -0.5 -0.7 -0.3
C 0.1 0.0 0.0
C 0.7 1.1 -0.4
N -1.0 1.1 0.8
B -1.7 0.6 -1.9
N -3.1 -1.7 -0.3
C -0.9 0.0 1.5
C 0.2 0.1 0.2
N 0.2 1.0 -0.7
C -0.2 -0.6 0.1
S -0.7 1.7 1.6
C 0.0 -0.1 0.3
C -0.1 0.0 -0.1
C 0.0 0.0 -0.1
C -0.1 0.0 0.0
N -2.0 0.5 -2.4
C 0.0 -1.4 -1.1
C 0.0 -0.1 0.2
N -0.5 0.3 0.6
C 0.7 0.3 -0.6
S -1.5 -1.2 0.1
C 0.1 -0.2 -0.1
C -0.1 0.1 0.1
C -0.1 0.1 0.1
C 0.0 0.0 0.0
C -0.8 0.9 0.1
S 0.7 -0.6 -1.3
H 0.0 -0.1 0.0
H 0.1 0.0 0.0
H 0.0 0.0 0.0
H 0.0 0.0 0.0
H 0.0 0.0 0.0
H 0.0 0.0 0.0
H 0.0 0.0 0.0
H 0.0 0.0 0.0
H 0.0 0.0 0.0
H 0.1 0.0 0.0
H 0.1 -0.1 -0.2
H 0.4 0.2 0.5
H 0.1 0.1 0.1
H 0.1 0.0 0.1
H 0.0 0.0 0.0
H 0.0 0.0 0.0
H 0.0 0.0 0.0
H 0.0 0.0 0.0
H 0.0 0.0 0.0
H 0.0 0.0 0.0
H 0.0 0.0 0.0
H 0.0 0.1 0.0
H 0.0 0.0 0.0
H -0.1 -0.1 0.1
H 0.1 -0.1 -0.1
H 0.0 0.0 0.0
H 0.0 0.0 0.0
H 0.0 0.0 0.0
H 0.0 -0.1 0.0
H 0.0 0.0 0.0
H 0.0 0.0 0.0
H 0.0 0.0 0.0
H 0.0 0.0 0.0
H 0.0 0.0 0.0
C 0.0 0.0 0.0
C -0.1 0.0 0.1
N 0.1 0.1 -0.2
C -0.2 -0.3 0.5
S 0.0 -0.1 0.2
N 0.1 0.2 -0.3
C 0.0 -0.2 0.2
C 0.0 0.0 -0.1
H 0.0 0.0 0.0
H 0.0 0.0 0.0
H 0.0 0.0 0.0
H 0.0 0.0 -0.1
H 0.0 0.0 -0.1
H 0.0 -0.1 0.0
H 0.0 0.0 0.1
H 0.0 0.1 -0.1
H 0.0 0.0 -0.1
H 0.0 0.0 0.0
H 0.0 0.0 0.0
H 0.0 0.0 0.0
C -0.2 0.0 0.3
Si 0.0 -0.1 -0.2
C 0.0 0.0 0.0
C -0.2 0.0 0.0
C 0.2 0.9 -0.5
H -0.1 0.0 0.0
H 0.0 0.0 0.0
H 0.2 0.0 0.0
H 0.0 0.0 0.0
H 0.0 0.0 0.0
H 0.0 0.0 0.0
H 0.0 -0.1 0.1
H 0.0 0.0 -0.1
H 0.0 0.0 0.0
H 0.3 0.1 0.1
H 0.3 -0.6 0.0
N 0.1 0.0 0.0
C -0.1 -0.1 0.0
C 0.0 0.1 -0.1
C 0.0 0.0 0.1
C 0.0 0.1 0.0
C 0.0 -0.1 -0.2
C 0.0 0.0 0.0
C 0.0 -0.1 0.0
C 0.0 0.0 0.1
C -0.5 0.5 0.5
H 0.0 0.0 0.0
H 0.0 0.0 0.0
H 0.0 0.0 0.0
H 0.0 0.0 0.0
I 1.4 -2.0 0.2
I 0.6 0.4 0.0

**Maximum force**: 0.155 hartree/bohr
**Total charge**: -1
**HOMO-LUMO gap**: 0.2053 Ha
**2S+1**: 1
**Highest occupied orbital energy**: -4.1 eV
**Total energy**: -4543.5865 Eh
**Energy relative to the best compared isomer or geometry (same formula, charge and spin)**: 699.5 kJ/mol

=====

Entry 2:
Below is a molecular structure, C39H62BrIrN5O3Si, with properties calculated with the ωB97M-V functional and the def2-TZVPD basis.

Last column: Löwdin charge in e.
Cartesian coordinates (Å):
Ir1 -1.477 0.068 1.348  1.26
C1 -1.199 -0.923 8.454  -0.01
C2 -1.286 -0.382 7.069  -0.20
C3 -1.222 1.018 6.846  0.03
C4 -1.285 1.587 5.579  -0.10
C5 -1.255 3.005 5.509  -0.03
N1 -0.894 3.875 4.532  0.03
C6 -0.203 3.622 3.278  -0.18
C7 0.181 4.943 2.617  -0.14
C8 1.054 4.730 1.383  -0.12
N2 0.362 3.854 0.434  0.09
C9 -0.182 4.189 -0.685  0.04
C10 -1.088 3.353 -1.403  -0.11
C11 -1.585 3.782 -2.646  0.04
C12 -2.549 3.081 -3.336  -0.25
C13 -3.087 3.547 -4.670  -0.02
C14 -3.057 1.943 -2.712  0.04
C15 -2.612 1.468 -1.480  -0.13
C16 -3.336 0.355 -0.889  -0.06
N3 -3.109 -0.232 0.229  -0.14
C17 -4.092 -1.213 0.719  -0.18
C18 -3.553 -2.632 0.900  -0.14
C19 -2.163 -2.759 1.544  -0.18
N4 -1.842 -1.596 2.387  -0.15
C20 -1.819 -1.752 3.660  -0.07
C21 -1.558 -0.761 4.688  -0.12
C22 -1.435 -1.255 5.985  0.00
C23 -1.515 0.666 4.438  -0.27
O1 -1.771 1.159 3.312  -0.06
C24 -1.566 2.153 -0.815  -0.30
O2 -1.064 1.766 0.315  -0.26
H1 -1.022 -0.143 9.190  0.09
H2 -0.402 -1.668 8.524  0.10
H3 -2.128 -1.440 8.711  0.11
H4 -1.112 1.672 7.702  0.13
H5 -1.503 3.503 6.438  0.13
H6 -0.997 4.845 4.777  0.14
H7 -0.843 3.038 2.625  0.09
H8 0.697 3.022 3.478  0.13
H9 0.736 5.573 3.316  0.13
H10 -0.725 5.482 2.328  0.13
H11 1.993 4.251 1.662  0.13
H12 1.286 5.677 0.901  0.13
H13 0.099 2.917 0.757  0.11
H14 0.039 5.185 -1.067  0.16
H15 -1.207 4.711 -3.065  0.14
H16 -2.524 4.397 -5.050  0.09
H17 -4.132 3.850 -4.586  0.10
H18 -3.043 2.751 -5.415  0.09
H19 -3.864 1.405 -3.205  0.14
H20 -4.206 0.018 -1.451  0.14
H21 -4.945 -1.247 0.042  0.13
H22 -4.450 -0.832 1.674  0.13
H23 -3.529 -3.150 -0.060  0.12
H24 -4.284 -3.151 1.520  0.13
H25 -1.391 -2.801 0.776  0.10
H26 -2.115 -3.683 2.121  0.12
H27 -2.009 -2.758 4.033  0.14
H28 -1.495 -2.323 6.164  0.13
C25 3.956 -2.732 -3.790  -0.05
C26 3.057 -2.579 -2.567  -0.53
C27 2.730 -3.909 -1.925  -0.07
C28 3.644 -1.627 -1.524  -0.08
Si1 1.379 -1.630 -3.268  0.59
Br1 0.365 -0.779 -1.433  0.61
C29 0.121 -3.064 -3.935  -0.55
C30 -0.944 -2.205 -4.624  -0.07
C31 -0.496 -3.874 -2.809  -0.08
C32 0.863 -3.937 -4.940  -0.05
C33 1.667 -0.139 -4.405  -0.63
C34 0.431 0.782 -4.452  -0.11
C35 1.999 -0.594 -5.844  -0.06
C36 2.833 0.710 -3.866  -0.09
H29 4.847 -3.279 -3.459  0.12
H30 4.290 -1.778 -4.193  0.08
H31 3.507 -3.319 -4.592  0.09
H32 3.666 -4.302 -1.513  0.12
H33 2.365 -4.651 -2.630  0.08
H34 2.026 -3.807 -1.097  0.09
H35 4.591 -2.094 -1.227  0.12
H36 3.011 -1.537 -0.645  0.05
H37 3.871 -0.636 -1.905  0.07
H38 -1.399 -1.469 -3.957  0.08
H39 -1.724 -2.910 -4.934  0.12
H40 -0.576 -1.708 -5.519  0.07
H41 -1.043 -3.247 -2.105  0.05
H42 0.217 -4.483 -2.263  0.07
H43 -1.209 -4.563 -3.276  0.12
H44 1.329 -3.362 -5.743  0.09
H45 0.128 -4.602 -5.408  0.12
H46 1.613 -4.577 -4.481  0.08
H47 -0.423 0.329 -4.951  0.07
H48 0.705 1.670 -5.029  0.10
H49 0.118 1.114 -3.460  0.03
H50 1.166 -1.116 -6.319  0.07
H51 2.878 -1.237 -5.900  0.08
H52 2.210 0.288 -6.454  0.11
H53 2.648 1.063 -2.849  0.08
H54 2.935 1.588 -4.510  0.10
H55 3.790 0.189 -3.895  0.07
C37 3.110 0.993 3.004  -0.01
N5 2.354 -0.173 3.455  -0.15
C38 2.954 -1.040 4.480  0.00
C39 1.167 -0.465 2.957  -0.28
O3 0.575 0.221 2.101  -0.16
H56 4.142 0.700 2.819  0.10
H57 3.104 1.771 3.768  0.10
H58 2.671 1.374 2.087  0.08
H59 3.714 -0.474 5.010  0.10
H60 3.422 -1.918 4.035  0.10
H61 2.200 -1.355 5.199  0.09
H62 0.732 -1.386 3.355  0.14

Cartesian forces, eV/Å:
Ir 0.3 -0.2 0.0
C 0.0 0.0 0.0
C 0.0 0.1 0.0
C 0.0 -0.2 0.0
C -0.1 -0.1 -0.1
C 0.2 0.1 -0.2
N -0.2 -0.3 -0.1
C 0.0 0.0 0.2
C 0.0 0.0 0.0
C -0.1 0.0 -0.1
N 0.2 0.1 0.5
C 0.0 0.3 -0.3
C 0.1 0.1 -0.1
C 0.1 0.2 0.0
C -0.1 0.1 -0.3
C 0.0 -0.1 0.1
C -0.1 -0.1 -0.1
C 0.0 -0.2 0.1
C -0.1 0.1 -0.2
N 0.0 0.0 0.3
C 0.0 0.0 0.0
C 0.1 0.0 0.0
C -0.1 0.1 0.0
N 0.1 -0.3 -0.2
C -0.2 0.0 0.1
C 0.1 0.2 0.0
C 0.0 0.0 0.0
C -0.1 -0.1 0.1
O 0.1 0.1 -0.2
C -0.1 -0.1 0.2
O 0.2 -0.1 -0.1
H 0.0 0.0 0.0
H 0.0 0.0 0.0
H 0.0 0.0 0.0
H 0.0 -0.1 0.0
H 0.0 0.0 0.0
H 0.0 0.1 0.1
H -0.1 0.0 0.0
H 0.0 0.0 0.0
H 0.0 0.0 0.0
H 0.0 0.0 0.0
H 0.0 0.0 0.0
H 0.0 0.0 -0.1
H 0.0 -0.1 0.0
H 0.0 -0.1 0.0
H 0.0 -0.1 0.0
H 0.0 0.0 0.0
H 0.0 0.0 0.0
H 0.0 0.0 0.0
H 0.0 0.0 0.1
H 0.0 0.0 0.0
H 0.0 0.0 0.0
H 0.0 0.1 0.0
H 0.0 0.0 0.0
H 0.0 0.0 0.0
H 0.0 0.0 0.0
H 0.0 0.0 0.1
H 0.0 0.0 0.0
H 0.0 0.1 0.0
C -0.1 0.1 0.0
C 0.4 -0.5 0.0
C -0.1 0.1 0.0
C -0.2 0.1 0.0
Si -0.5 0.7 0.3
Br 0.2 -0.3 -0.1
C 0.2 -0.6 -0.2
C 0.1 0.2 0.0
C 0.0 0.1 0.0
C -0.1 0.1 0.0
C 0.1 -0.1 -0.2
C 0.0 0.1 0.0
C 0.0 0.1 0.0
C 0.0 0.0 0.0
H 0.0 0.0 0.0
H 0.0 0.0 0.0
H 0.0 0.0 0.1
H 0.0 0.0 0.0
H 0.0 0.0 0.0
H 0.0 0.0 0.0
H 0.0 0.0 0.0
H 0.0 -0.1 0.0
H 0.0 0.0 0.0
H 0.0 -0.1 0.0
H 0.0 0.0 0.0
H -0.1 -0.1 0.1
H 0.0 0.0 0.0
H 0.1 0.0 0.0
H 0.0 0.0 0.0
H 0.0 0.0 0.0
H 0.0 0.0 0.0
H 0.0 0.0 0.0
H 0.0 0.0 0.0
H 0.0 0.0 0.0
H 0.0 0.0 -0.1
H 0.1 0.0 0.0
H 0.0 0.0 0.0
H 0.0 0.0 0.0
H 0.0 0.0 0.0
H 0.0 0.0 0.0
H 0.0 0.0 0.0
C 0.0 -0.1 0.0
N 0.0 0.0 0.0
C 0.0 0.0 -0.1
C 0.1 0.0 0.1
O -0.2 0.3 -0.1
H 0.0 0.0 0.0
H 0.0 0.0 0.0
H 0.0 0.0 0.0
H 0.0 0.0 0.0
H 0.0 0.0 0.0
H 0.0 0.0 0.0
H 0.0 0.0 0.0

**Maximum force**: 0.018 hartree/bohr
**Total charge**: +3
**HOMO-LUMO gap (alpha / beta)**: 0.1830 / 0.1347 Ha
**2S+1**: 5
**Highest occupied orbital energy (alpha / beta)**: -12.3 / -14.8 eV
**Total energy**: -4989.7436 Eh